7
Properties=species:S:1:pos:R:3 method="wB97M-V/def2-TZVPD" e_tot_ha=-679.5024 e_homo_ha=-0.3504
P -0.30 1.28 0.17
C 0.81 -0.15 0.46
I 3.13 0.03 -0.01
H -0.04 1.41 -1.20
H -1.37 0.41 -0.09
H 0.82 -0.47 1.49
H 0.60 -0.98 -0.21